(1)
A cluster of 2 separate species, C8H9N3O2 in total at a distorted geometry. Source: OMol25; level of theory: the ωB97M-V functional and the def2-TZVPD basis.

Positions of all 22 atoms, in Å:
C  0.160  -2.600  -1.620
C  0.166  -1.613  -2.622
C  -0.356  -2.199  -0.429
C  -0.173  -0.250  -2.271
C  -0.654  -0.957  0.005
C  -0.446  0.145  -0.910
C  1.743  1.738  1.266
C  -1.203  -0.727  1.352
N  -0.476  2.353  0.062
N  -0.553  1.385  -0.566
N  0.724  2.258  1.893
O  1.578  0.638  0.702
O  0.930  3.574  2.351
H  0.400  -3.668  -1.947
H  0.300  -1.880  -3.685
H  -0.629  -2.947  0.436
H  -0.215  0.380  -3.026
H  2.645  2.463  1.166
H  -1.694  0.193  1.292
H  -1.977  -1.450  1.636
H  -0.370  -0.506  2.062
H  0.099  3.670  2.854

Results
Energy relative to the best compared isomer or geometry (same formula, charge and spin) = 561.6 kJ/mol
HOMO (spin up / spin down) = -0.278 / -0.278 hartree
Largest force on an atom = 7.06 eV/A
LUMO (spin up / spin down) = -1.1 / -1.1 eV
DFT total energy = -624.780551 Ha

Just the natural (NBO) charges please, in e? Sure, here they are: number 1, C, carries -0.17; number 2, C, carries -0.22; number 3, C, carries -0.21; number 4, C, carries -0.14; number 5, C, carries 0.08; number 6, C, carries 0.04; number 7, C, carries 0.41; number 8, C, carries -0.66; number 9, N, carries 0.22; number 10, N, carries 0.02; number 11, N, carries -0.27; number 12, O, carries -0.71; number 13, O, carries -0.58; number 14, H, carries 0.24; number 15, H, carries 0.23; number 16, H, carries 0.22; number 17, H, carries 0.21; number 18, H, carries 0.10; number 19, H, carries 0.21; number 20, H, carries 0.23; number 21, H, carries 0.28; number 22, H, carries 0.47


(2)
The molecule C8H9N5 at a distorted geometry. Source: OMol25; level of theory: the ωB97M-V functional and the def2-TZVPD basis.

Positions of all 22 atoms, in Å:
C  1.885  2.358  -2.108
C  1.329  1.030  -1.585
C  0.549  0.933  -0.527
C  -0.725  -0.896  0.582
C  -1.978  -0.369  0.762
C  -2.808  -0.608  1.864
C  -1.301  -1.958  2.683
C  -0.368  -1.829  1.595
H  3.598  2.166  -1.241
H  2.667  3.140  -0.298
H  2.236  2.143  -3.080
H  1.202  3.269  -2.190
H  0.097  1.613  0.188
H  -2.470  0.458  0.155
H  -3.739  -0.052  1.929
H  -1.096  -2.682  3.526
H  0.625  -2.240  1.570
N  2.910  2.920  -1.316
N  0.161  -0.362  -0.433
N  0.664  -1.030  -1.629
N  1.220  -0.079  -2.357
N  -2.472  -1.418  2.855

Results
Energy relative to the best compared isomer or geometry (same formula, charge and spin) = 384.2 kJ/mol
HOMO = -0.348 hartree
SMILES = NCc1cn(-c2ccncc2)nn1
Largest force on an atom = 4.43 eV/A
LUMO = 0.2 eV
DFT total energy = -583.929534 Ha

Just the natural (NBO) charges please, in e? Sure, here they are: number 1, C, carries -0.24; number 2, C, carries 0.02; number 3, C, carries -0.04; number 4, C, carries 0.16; number 5, C, carries -0.27; number 6, C, carries 0.05; number 7, C, carries 0.04; number 8, C, carries -0.24; number 9, H, carries 0.35; number 10, H, carries 0.35; number 11, H, carries 0.21; number 12, H, carries 0.20; number 13, H, carries 0.23; number 14, H, carries 0.23; number 15, H, carries 0.20; number 16, H, carries 0.20; number 17, H, carries 0.24; number 18, N, carries -0.81; number 19, N, carries -0.23; number 20, N, carries -0.04; number 21, N, carries -0.20; number 22, N, carries -0.40


(3)
The molecule C8H9NO at a distorted geometry. Source: OMol25; level of theory: the ωB97M-V functional and the def2-TZVPD basis.

Positions of all 19 atoms, in Å:
C  0.069  2.427  -0.222
C  -0.390  1.670  -1.414
C  -0.324  -0.452  -0.117
C  -1.051  -1.078  0.839
C  -0.547  -1.837  1.872
C  0.849  -2.047  1.946
C  1.625  -1.314  0.960
C  1.071  -0.525  0.039
H  1.023  1.987  0.324
H  -0.650  2.614  0.685
H  0.023  3.395  -0.513
H  -1.804  0.375  -1.004
H  -2.112  -1.125  0.802
H  -0.925  -2.341  2.479
H  1.319  -2.678  2.585
H  2.663  -1.550  1.071
H  1.652  -0.074  -0.654
N  -0.888  0.318  -1.143
O  -0.348  2.014  -2.648

Results
Energy relative to the best compared isomer or geometry (same formula, charge and spin) = 346.6 kJ/mol
HOMO = -0.313 hartree
SMILES = CC(=O)Nc1ccccc1
Largest force on an atom = 14.20 eV/A
LUMO = 0.5 eV
DFT total energy = -440.119313 Ha

Just the natural (NBO) charges please, in e? Sure, here they are: number 1, C, carries -0.77; number 2, C, carries 0.69; number 3, C, carries 0.18; number 4, C, carries -0.27; number 5, C, carries -0.15; number 6, C, carries -0.21; number 7, C, carries -0.19; number 8, C, carries -0.27; number 9, H, carries 0.28; number 10, H, carries 0.25; number 11, H, carries 0.24; number 12, H, carries 0.38; number 13, H, carries 0.20; number 14, H, carries 0.17; number 15, H, carries 0.20; number 16, H, carries 0.21; number 17, H, carries 0.21; number 18, N, carries -0.64; number 19, O, carries -0.51


(4)
The molecule C8H9NO at a distorted geometry. Source: OMol25; level of theory: the ωB97M-V functional and the def2-TZVPD basis.

Positions of all 19 atoms, in Å:
C  1.016  0.115  1.369
C  0.810  1.155  0.590
C  0.170  0.998  -0.907
C  0.540  -1.252  1.013
C  -1.441  -0.743  -0.432
C  0.570  3.049  -0.567
C  -0.325  -0.298  -1.235
C  -0.205  -1.463  -0.277
N  0.039  2.113  -1.472
O  1.049  2.455  0.649
H  1.510  0.232  2.273
H  1.396  -1.893  1.000
H  -0.143  -1.562  1.891
H  -1.781  -0.104  0.509
H  -2.285  -1.097  -1.028
H  1.358  3.825  -0.921
H  -0.280  3.689  -0.420
H  -0.423  -0.780  -2.207
H  -0.165  -2.445  -0.737

Results
Energy relative to the best compared isomer or geometry (same formula, charge and spin) = 308.5 kJ/mol
HOMO = -0.309 hartree
SMILES = C1=C2OCN=C2[C@@H]2C[C@@H]2C1
Largest force on an atom = 5.26 eV/A
LUMO = 1.0 eV
DFT total energy = -440.133817 Ha

Just the natural (NBO) charges please, in e? Sure, here they are: number 1, C, carries -0.30; number 2, C, carries 0.27; number 3, C, carries 0.27; number 4, C, carries -0.41; number 5, C, carries -0.38; number 6, C, carries 0.06; number 7, C, carries -0.31; number 8, C, carries -0.21; number 9, N, carries -0.42; number 10, O, carries -0.48; number 11, H, carries 0.21; number 12, H, carries 0.22; number 13, H, carries 0.21; number 14, H, carries 0.22; number 15, H, carries 0.22; number 16, H, carries 0.19; number 17, H, carries 0.18; number 18, H, carries 0.24; number 19, H, carries 0.23